Run one
A cluster of 11 separate species, C22H44Cl22 in total, computed with ωB97M-V/def2-TZVPD.

CARTESIAN COORDINATES (ANGSTROEM)
Cl  -6.383  -17.570  3.275
C  -7.783  -17.044  2.403
C  -8.227  -18.067  1.377
Cl  -7.106  -18.443  0.024
H  -7.496  -16.159  1.826
H  -8.555  -16.840  3.120
H  -9.098  -17.806  0.863
H  -8.393  -19.081  1.770
Cl  -9.953  -22.022  -8.101
C  -10.669  -22.655  -6.654
C  -11.552  -23.772  -7.035
Cl  -12.459  -24.347  -5.672
H  -11.143  -21.840  -6.119
H  -9.888  -23.079  -6.014
H  -10.918  -24.643  -7.385
H  -12.368  -23.508  -7.789
Cl  -16.174  -18.208  1.424
C  -15.256  -19.801  1.279
C  -13.820  -19.614  0.807
Cl  -13.529  -18.988  -0.866
H  -15.897  -20.292  0.481
H  -15.304  -20.171  2.331
H  -13.216  -20.502  0.999
H  -13.383  -18.865  1.464
Cl  -2.092  -19.858  -4.425
C  -2.742  -19.842  -6.088
C  -3.756  -20.953  -6.185
Cl  -3.005  -22.542  -6.239
H  -1.862  -19.954  -6.750
H  -3.158  -18.892  -6.176
H  -4.464  -20.936  -7.013
H  -4.386  -20.844  -5.261
Cl  -10.114  -16.967  -1.554
C  -9.423  -15.660  -2.526
C  -8.063  -15.262  -1.959
Cl  -8.169  -14.655  -0.279
H  -10.028  -14.729  -2.415
H  -9.287  -16.054  -3.594
H  -7.702  -14.397  -2.557
H  -7.371  -16.108  -2.018
Cl  -11.940  -16.525  2.797
C  -13.133  -16.394  1.424
C  -13.714  -15.017  1.160
Cl  -12.593  -13.843  0.361
H  -14.059  -16.908  1.634
H  -12.660  -16.868  0.579
H  -13.985  -14.662  2.113
H  -14.604  -15.082  0.548
Cl  -13.984  -23.281  -0.608
C  -12.534  -22.914  -1.602
C  -11.787  -24.211  -1.921
Cl  -10.088  -23.856  -2.416
H  -11.933  -22.321  -0.909
H  -12.921  -22.350  -2.410
H  -12.262  -24.843  -2.676
H  -11.729  -24.863  -1.004
Cl  -12.358  -19.222  -6.744
C  -10.868  -18.225  -6.896
C  -10.686  -17.296  -5.717
Cl  -11.940  -16.012  -5.670
H  -11.093  -17.698  -7.836
H  -9.975  -18.839  -6.917
H  -9.709  -16.763  -5.883
H  -10.757  -17.742  -4.741
Cl  -7.909  -25.588  -4.907
C  -6.958  -25.849  -6.416
C  -5.793  -24.862  -6.499
Cl  -6.316  -23.308  -7.086
H  -7.665  -25.802  -7.282
H  -6.583  -26.931  -6.267
H  -5.055  -25.226  -7.181
H  -5.295  -24.715  -5.554
Cl  -10.361  -20.202  -3.705
C  -8.921  -20.500  -2.761
C  -7.869  -21.287  -3.580
Cl  -7.079  -20.174  -4.800
H  -9.181  -21.131  -1.931
H  -8.632  -19.544  -2.283
H  -8.397  -22.094  -4.143
H  -7.095  -21.761  -3.009
Cl  -11.004  -24.191  1.660
C  -9.619  -23.175  2.192
C  -9.145  -22.225  1.095
Cl  -10.292  -20.899  0.778
H  -8.781  -23.858  2.460
H  -10.122  -22.729  3.046
H  -9.071  -22.782  0.182
H  -8.168  -21.789  1.286

HOMO-LUMO gap	0.4000	Eh
SMILES	ClCCCl.ClCCCl.ClCCCl.ClCCCl.ClCCCl.ClCCCl.ClCCCl.ClCCCl.ClCCCl.ClCCCl.ClCCCl
highest occupied orbital energy	-0.38864	Ha
LUMO	0.31	eV

Mulliken population analysis, charges in e, atoms 1 to 5: atom 1 (Cl): -0.2188, atom 2 (C): -0.0782, atom 3 (C): 0.0584, atom 4 (Cl): -0.1835, atom 5 (H): 0.0925

***

Run two
A cluster of 11 separate species, C22H44Cl22 in total, computed with ωB97M-V/def2-TZVPD.

CARTESIAN COORDINATES (ANGSTROEM)
Cl  -0.229  -0.127  4.924
C  -1.469  -1.149  5.619
C  -2.916  -0.748  5.672
Cl  -3.643  -0.369  4.131
H  -1.255  -1.384  6.643
H  -1.464  -2.109  5.028
H  -2.986  0.191  6.251
H  -3.575  -1.526  6.111
Cl  2.478  1.579  -5.402
C  2.538  0.424  -3.972
C  3.938  -0.061  -3.689
Cl  4.416  -1.441  -4.695
H  1.874  -0.372  -4.318
H  2.015  0.951  -3.182
H  4.005  -0.379  -2.606
H  4.752  0.665  -3.805
Cl  -2.893  -2.873  0.546
C  -4.091  -1.498  0.702
C  -5.444  -1.883  0.382
Cl  -6.478  -0.528  0.809
H  -3.658  -0.787  0.046
H  -3.934  -1.176  1.667
H  -5.755  -2.802  0.947
H  -5.536  -2.098  -0.679
Cl  1.485  -4.092  -1.602
C  1.174  -3.840  -3.374
C  -0.200  -3.538  -3.704
Cl  -0.741  -1.891  -3.100
H  1.526  -4.771  -3.907
H  1.850  -3.045  -3.637
H  -0.879  -4.352  -3.336
H  -0.413  -3.436  -4.742
Cl  3.950  2.736  -1.121
C  4.270  4.308  -1.894
C  4.274  4.190  -3.372
Cl  5.716  3.417  -4.163
H  5.247  4.717  -1.503
H  3.572  5.115  -1.591
H  4.176  5.149  -3.858
H  3.420  3.552  -3.806
Cl  0.471  3.077  -2.587
C  -0.609  3.445  -3.884
C  -2.094  3.423  -3.545
Cl  -2.437  4.557  -2.169
H  -0.392  2.744  -4.707
H  -0.362  4.381  -4.185
H  -2.445  2.368  -3.271
H  -2.574  3.855  -4.443
Cl  0.737  -6.929  2.953
C  0.898  -5.425  1.956
C  -0.270  -4.508  2.234
Cl  -0.001  -3.683  3.755
H  0.904  -5.757  0.932
H  1.849  -5.045  2.317
H  -1.184  -5.177  2.280
H  -0.367  -3.747  1.453
Cl  1.549  -0.414  -0.529
C  0.457  -0.729  0.871
C  -0.491  0.313  1.210
Cl  -1.608  0.596  -0.201
H  1.103  -0.942  1.764
H  0.011  -1.667  0.647
H  0.106  1.255  1.402
H  -1.111  0.075  2.134
Cl  4.551  -1.035  2.506
C  4.114  -2.131  3.842
C  4.196  -3.537  3.320
Cl  3.837  -4.667  4.584
H  3.079  -1.853  4.092
H  4.588  -1.959  4.789
H  5.251  -3.676  2.997
H  3.534  -3.615  2.533
Cl  -5.699  3.647  0.202
C  -4.772  2.211  -0.421
C  -5.428  1.726  -1.679
Cl  -4.397  0.454  -2.447
H  -4.687  1.543  0.438
H  -3.825  2.725  -0.615
H  -5.509  2.577  -2.380
H  -6.380  1.301  -1.513
Cl  1.501  5.804  0.382
C  0.804  4.330  1.097
C  0.832  4.523  2.565
Cl  -0.143  3.141  3.305
H  1.392  3.463  0.839
H  -0.203  4.259  0.733
H  0.263  5.383  2.951
H  1.851  4.605  3.070

HOMO-LUMO gap	0.4011	Eh
SMILES	ClCCCl.ClCCCl.ClCCCl.ClCCCl.ClCCCl.ClCCCl.ClCCCl.ClCCCl.ClCCCl.ClCCCl.ClCCCl
highest occupied orbital energy	-0.38619	Ha
LUMO	0.40	eV

Mulliken population analysis, charges in e, atoms 1 to 5: atom 1 (Cl): -0.0930, atom 2 (C): -0.3216, atom 3 (C): -0.5764, atom 4 (Cl): -0.1630, atom 5 (H): 0.4102

***

Stability, highest: run one

***

Run one
A structure of composition CH3NO2S2, computed with ωB97M-V/def2-TZVPD.

CARTESIAN COORDINATES (ANGSTROEM)
C  -0.198  0.630  0.254
N  1.365  -0.346  0.810
O  0.059  1.671  -0.127
O  -1.018  -0.289  0.256
S  2.533  -0.144  -0.313
S  -2.975  -0.157  -0.153
H  0.885  -1.276  0.659
H  2.267  1.189  -0.518
H  -2.918  -1.278  -0.867

HOMO-LUMO gap (alpha / beta)	0.2872 / 0.1924	Eh
highest occupied orbital energy (alpha / beta)	-0.33110 / -0.27989	Ha
LUMO (alpha / beta)	-1.19 / -2.38	eV

natural (NBO) population analysis, charges in e, atoms 1 to 5: atom 1 (C): 0.9925, atom 2 (N): -0.8219, atom 3 (O): -0.5243, atom 4 (O): -0.5974, atom 5 (S): 0.2982

***

Run two
The molecule CH3NO2S2, computed with ωB97M-V/def2-TZVPD.

CARTESIAN COORDINATES (ANGSTROEM)
C  -0.246  -0.549  0.679
N  0.788  -0.962  -0.119
O  -0.173  2.439  0.143
O  1.454  0.003  -0.682
S  -1.556  0.134  -0.584
S  -0.206  1.709  -1.084
H  -0.721  -1.339  1.084
H  0.087  0.412  1.267
H  0.573  -1.847  -0.704

HOMO-LUMO gap (alpha / beta)	0.2918 / 0.3023	Eh
highest occupied orbital energy (alpha / beta)	-0.31947 / -0.33327	Ha
LUMO (alpha / beta)	-0.75 / -0.84	eV

natural (NBO) population analysis, charges in e, atoms 1 to 5: atom 1 (C): -0.3090, atom 2 (N): -0.1654, atom 3 (O): -0.8693, atom 4 (O): -0.4234, atom 5 (S): -0.1183

***

Stability, highest: run two

***

Run one
A structure of composition CH3NO2S2, computed with ωB97M-V/def2-TZVPD.

CARTESIAN COORDINATES (ANGSTROEM)
C  -1.282  0.773  -0.842
N  0.990  0.563  0.833
O  1.628  -1.310  2.384
O  1.121  -1.971  0.078
S  0.618  0.883  -0.905
S  1.254  -0.942  1.097
H  -1.387  -0.284  -1.236
H  -1.530  1.448  -1.646
H  -1.413  0.841  0.236

HOMO-LUMO gap	0.3295	Eh
highest occupied orbital energy	-0.34020	Ha
LUMO	-0.29	eV

natural (NBO) population analysis, charges in e, atoms 1 to 5: atom 1 (C): -0.7147, atom 2 (N): -0.9445, atom 3 (O): -0.8280, atom 4 (O): -0.8304, atom 5 (S): 0.3336

***

Run two
A structure of composition CH3NO2S2, computed with ωB97M-V/def2-TZVPD.

CARTESIAN COORDINATES (ANGSTROEM)
C  -1.531  -0.277  -0.954
N  0.896  -0.325  0.074
O  3.089  0.819  0.575
O  1.506  0.508  2.458
S  -0.539  -0.880  0.459
S  1.743  0.656  1.042
H  -2.457  -0.841  -0.969
H  -0.966  -0.440  -1.865
H  -1.740  0.780  -0.820

HOMO-LUMO gap (alpha / beta)	0.2629 / 0.2753	Eh
highest occupied orbital energy (alpha / beta)	-0.34058 / -0.34559	Ha
LUMO (alpha / beta)	-2.11 / -1.91	eV

natural (NBO) population analysis, charges in e, atoms 1 to 5: atom 1 (C): -0.7580, atom 2 (N): -0.9462, atom 3 (O): -0.8442, atom 4 (O): -0.8577, atom 5 (S): 0.6229

***

Stability, highest: run two